1.
Computed, not measured: a cluster of 2 separate species, C8H9N2O4S in total, with ωB97M-V with the def2-TZVPD basis set.

The geometry in XYZ format:
```
24
Properties=species:S:1:pos:R:3:lowdin_charge:R:1
C 1.80117 -0.81262 0.00867 -0.2617
C 2.45403 0.37475 0.21242 -0.4427
C 0.46543 0.78956 -0.93933 -0.4666
C -3.41756 0.60178 -0.25855 -0.3922
C 1.98826 -2.24356 0.36373 -0.3904
C -0.25787 -1.56332 -0.95205 -0.3672
C 1.84379 2.76373 -0.42449 -0.0340
C -2.75109 -1.18538 1.09246 -0.0671
N 0.59665 -0.58786 -0.67964 -0.1207
N 1.56976 1.35648 -0.40893 -0.0016
O 3.52133 0.71681 0.73700 -0.0430
O -0.44746 1.34431 -1.52476 0.0471
O -4.41814 0.05908 -0.63933 0.0498
O -2.56278 0.14739 0.62820 -0.0683
S 0.43445 -3.01244 -0.28621 0.8270
H 2.83082 -2.73207 -0.13526 0.0573
H 2.04777 -2.44230 1.43814 0.0604
H -3.09143 1.60139 -0.58211 0.1396
H 1.35672 3.21228 -1.29069 0.0822
H 1.47370 3.24410 0.48749 0.0880
H 2.92603 2.89443 -0.47355 0.0829
H -2.27367 -1.24929 2.06803 0.0910
H -2.26988 -1.87030 0.39036 0.0452
H -3.82006 -1.40694 1.16841 0.0851
```

Calculated values
Total charge = -1
Kohn-Sham gap = 0.22885 Eh


2.
Computed, not measured: a structure of composition C25H29Cl2N7O3SV, with ωB97M-V with the def2-TZVPD basis set.

The geometry in XYZ format:
```
68
Properties=species:S:1:pos:R:3:mulliken_spin:R:1
V 0.30669 0.53845 0.34460 1.2143
C -0.16314 3.41328 2.66794 0.0078
C 1.04841 2.53722 2.70085 -0.0928
C 2.24539 2.97507 3.22745 0.1877
C 3.36034 2.11066 3.21521 -0.0101
C 3.22822 0.82321 2.78102 0.0862
C 1.96646 0.39092 2.30383 0.0572
N 0.91760 1.28886 2.20402 0.1806
C 1.62223 -0.96525 1.99126 0.1447
C 2.44739 -2.09141 2.23604 0.0357
C 1.97429 -3.33645 1.97689 0.0475
C 0.65760 -3.49237 1.47601 0.1715
C -0.09889 -2.37808 1.21632 -0.0491
N 0.36284 -1.13680 1.43775 0.1860
C -1.49540 -2.51736 0.70158 -0.0752
C -1.86699 -3.60386 -0.08391 0.0082
C -3.19748 -3.73113 -0.45374 0.0091
C -4.09692 -2.75845 -0.06037 0.0003
C -3.62631 -1.66656 0.67002 0.0009
C -4.54198 -0.52867 1.03129 -0.0006
N -2.35846 -1.57667 1.06266 0.0072
H -0.02902 4.28260 3.30971 -0.0024
H -0.35166 3.75230 1.64702 -0.0027
H -1.04280 2.85334 2.98739 0.0002
H 2.32241 3.98014 3.61893 0.0132
H 4.32037 2.46640 3.56952 0.0018
H 4.07166 0.14541 2.79005 0.0261
H 3.43808 -1.95386 2.64861 0.0159
H 2.58831 -4.20767 2.17265 0.0062
H 0.24995 -4.47874 1.31581 0.0129
H -1.12474 -4.31874 -0.41390 -0.0041
H -3.52079 -4.57238 -1.05532 0.0005
H -5.14872 -2.82974 -0.31083 0.0003
H -5.51879 -0.89398 1.35139 -0.0003
H -4.09475 0.07878 1.81538 -0.0001
H -4.68370 0.11091 0.15637 0.0005
C 1.78375 -0.03622 -3.24576 -0.0139
C 1.89262 -0.72886 -1.88600 -0.0068
C 3.28565 -0.44284 -1.30420 -0.0156
C 1.69975 -2.23818 -2.04066 0.0045
N 0.89940 -0.20253 -0.97525 -0.2110
H 2.58042 -0.38502 -3.90919 -0.0006
H 1.86157 1.04258 -3.10925 0.0032
H 0.81111 -0.23016 -3.70179 0.0005
H 4.07051 -0.78876 -1.98505 -0.0018
H 3.40003 -0.94522 -0.34092 0.0112
H 3.39336 0.63259 -1.14940 0.0040
H 2.38373 -2.63309 -2.79778 -0.0011
H 0.66911 -2.44566 -2.34538 0.0009
H 1.88859 -2.74234 -1.08951 0.0002
C 1.26540 4.33616 -2.10742 0.0014
S 0.27415 3.16830 -1.20554 0.0061
O -0.68870 3.95660 -0.45743 0.0012
O -0.28972 2.32244 -2.23315 -0.0008
O 1.24776 2.44660 -0.31393 -0.0039
H 0.61499 5.16990 -2.36471 0.0007
H 1.64184 3.84893 -3.00501 -0.0004
H 2.08781 4.67089 -1.47415 0.0000
N -1.51496 0.90801 0.11264 -0.0543
C -2.42147 1.65806 0.08417 0.0590
N -3.52473 2.26037 0.01129 0.0221
C -3.97905 3.36593 0.56198 -0.0033
N -4.49508 4.28822 1.04374 0.0114
Cl -3.68219 -1.85596 -4.24094 -0.0001
C -2.10304 -1.90014 -3.40356 0.0001
Cl -1.74732 -0.44587 -2.53065 0.0019
H -1.33793 -2.04860 -4.15404 -0.0001
H -2.13504 -2.71553 -2.69266 -0.0001
```

Calculated values
Total charge = -1
Kohn-Sham gap (alpha / beta) = 0.20150 / 0.29253 Eh
Spin multiplicity = 3
Expectation value of S² = 2.056


3.
Computed, not measured: a structure of composition C23H27N3O2, with ωB97M-V with the def2-TZVPD basis set.

The geometry in XYZ format:
```
55
Properties=species:S:1:pos:R:3:lowdin_charge:R:1
C -6.50924 -3.10852 -0.41513 -0.0622
C -5.66670 -1.84963 -0.20634 -0.1189
C -4.32189 -1.64899 -0.56220 0.0117
C -3.76654 -0.58775 -0.27575 -0.3966
C -4.45018 0.35047 0.20865 -0.0856
C -5.87952 0.32610 0.74228 0.0936
C -6.58235 -0.88813 0.57786 -0.2724
C -7.96622 -0.87163 0.63914 -0.0911
H -8.36429 0.04589 1.12816 0.0998
H -8.06246 -1.76320 1.44688 0.1526
H -8.59889 -0.89251 -0.11021 0.0353
H -6.44317 1.33534 1.05752 0.1536
C -3.46723 1.37545 0.37159 -0.1843
C -2.31303 1.11796 0.00375 -0.0512
C -1.04463 1.68840 -0.31677 -0.2641
O -1.03453 2.89611 -0.03056 0.0524
N 0.11376 0.79130 -0.31681 0.0071
C 0.12487 -0.54591 -0.26444 -0.1990
H -0.39322 -0.78014 0.36549 -0.0012
C 1.56364 -0.87624 0.07132 -0.0485
N 2.43502 -0.50572 -1.20363 -0.1180
C 3.76158 -0.63024 -0.69303 -0.2170
H 3.99210 -1.65872 -0.50343 0.0873
C 4.46258 0.20626 0.42310 -0.0609
C 5.96725 -0.03742 0.14532 -0.1808
N 6.34132 -1.14196 1.25143 0.0947
C 7.52464 -1.73502 1.38888 -0.0409
C 8.59671 -0.84849 0.62728 -0.0866
C 8.18437 -0.04848 -0.14562 -0.2411
C 6.98396 0.35628 -0.32690 -0.1992
H 6.69382 1.28260 -1.14987 0.2014
H 9.01451 0.41510 -0.97663 0.1963
H 9.60222 -1.31652 0.82248 0.1227
H 7.66431 -2.45819 2.09924 0.0587
H 4.39259 1.14299 -0.01466 0.0845
H 4.06940 0.17418 1.23812 0.0148
H 4.44844 -0.56527 -1.95900 0.2175
C 2.13104 0.82724 -1.38275 -0.2931
C 1.30222 1.68733 -0.64813 -0.1123
H 1.77272 1.94204 0.35320 0.1578
H 1.14637 2.54114 -0.92712 0.0322
H 1.39428 0.73113 -2.31795 0.1744
H 2.93834 1.30536 -1.90455 0.1247
H 1.58559 -2.15638 0.04109 0.2075
H 1.77810 -0.46063 0.86618 0.0269
H 0.00713 -0.97608 -1.32181 0.1740
O -2.44433 -0.36324 -0.44225 0.0836
C -3.57987 2.75511 1.11212 -0.0352
H -2.77631 3.58396 0.90342 0.0840
H -4.14650 2.87405 2.16592 0.1026
H -4.48268 3.46166 0.48731 0.1298
H -3.93440 -2.51534 -1.05659 0.1314
H -5.71440 -3.77475 -1.06675 0.1276
H -6.89560 -3.62634 0.51340 0.0997
H -7.28007 -2.98538 -1.05409 0.0201
```

Calculated values
Kohn-Sham gap = 0.31499 Eh


4.
Computed, not measured: a structure of composition C32H50IrN11O2S3, with ωB97M-V with the def2-TZVPD basis set.

The geometry in XYZ format:
```
99
Properties=species:S:1:pos:R:3:mulliken_spin:R:1
Ir -0.78016 -0.21211 0.43624 0.0337
N 0.51697 -0.22992 2.20846 -0.0022
C 1.98859 -0.09008 2.30908 0.0017
C 2.43613 0.00876 3.78292 0.0002
C 3.26111 1.24846 4.17070 0.0001
C 4.76802 1.06076 3.99275 0.0000
N 5.09307 0.48269 2.70026 0.0000
C 5.48523 1.12215 1.62166 0.0000
N 5.83848 2.42182 1.62877 0.0000
N 5.54124 0.43789 0.47116 0.0000
C 2.61624 -1.24213 1.47942 0.0000
O 3.81258 -1.56698 1.70598 -0.0001
O 1.85398 -1.68592 0.62162 0.0001
H 0.10997 0.54980 2.71653 -0.0005
H 0.23009 -1.07474 2.70234 0.0000
H 2.24264 0.83645 1.77870 -0.0003
H 2.98066 -0.89861 4.05768 0.0000
H 1.53388 0.01351 4.39753 -0.0001
H 3.09402 1.46256 5.22774 0.0000
H 2.91566 2.12510 3.61402 -0.0001
H 5.13244 0.36810 4.75260 0.0000
H 5.30984 1.99437 4.14619 0.0000
H 4.65322 -0.45141 2.48125 0.0000
H 5.96426 2.90091 2.50188 0.0000
H 6.31044 2.80978 0.83111 0.0000
H 5.09328 -0.47557 0.45250 0.0000
H 5.72504 0.91225 -0.39409 0.0000
S -2.50859 -3.91389 2.75768 0.0025
C -2.07866 -2.52468 2.09377 -0.0117
N -1.79212 -1.49439 1.60285 -0.0020
C -2.95849 2.69316 -0.22829 0.0430
C -2.94516 1.83459 1.06868 0.0640
C -3.19612 2.80791 2.23776 0.0190
C -1.53165 1.35506 1.12674 0.0014
C -3.96496 0.70176 1.07949 0.2577
C -4.29894 0.09835 2.25783 -0.1622
C -5.30498 -0.87985 2.33779 0.3986
C -6.10768 -1.14763 1.20643 -0.0911
C -5.80333 -0.60573 0.00408 0.3023
C -4.52689 0.14042 -0.20461 0.0669
H -2.23215 3.50172 -0.14109 0.0013
H -3.95451 3.13047 -0.31820 -0.0055
H -2.73112 2.11591 -1.11913 -0.0053
H -2.54700 3.68057 2.14904 0.0002
H -3.01720 2.35032 3.21016 0.0009
H -4.23363 3.13736 2.20936 -0.0039
H -0.85819 2.15868 1.44882 -0.0088
H -3.80442 0.38809 3.17722 0.0062
H -5.51840 -1.35716 3.28354 0.0089
H -6.99081 -1.76351 1.31859 0.0042
H -6.43729 -0.77235 -0.85630 0.0053
H -4.64039 0.90195 -0.98115 0.0308
S -4.04400 -1.67254 -2.32380 0.0098
C -3.45975 -0.87137 -0.78275 0.0380
N -2.18864 -0.23601 -1.07610 0.0093
C -2.02750 -0.00808 -2.43009 -0.0020
C -1.12153 0.84028 -3.07206 -0.0016
C -1.06703 0.90513 -4.46072 -0.0016
C -1.92019 0.15344 -5.25305 0.0016
C -2.87027 -0.65699 -4.63614 0.0016
C -2.91775 -0.72238 -3.25904 0.0037
H -3.35684 -1.67321 -0.05579 -0.0160
H -0.48171 1.49408 -2.49808 0.0006
H -0.35104 1.57353 -4.92267 -0.0001
H -1.87539 0.21571 -6.33119 0.0002
H -3.57644 -1.22582 -5.22789 -0.0005
C 0.05713 -3.71724 -3.95492 0.0000
C 0.18200 -3.80812 -2.43780 0.0000
C -0.83031 -4.81413 -1.88931 -0.0004
C 1.60165 -4.19759 -2.03382 0.0001
N -0.08430 -2.42929 -1.94340 -0.0010
N -0.44484 -2.32396 -0.57070 0.0020
H 0.36895 -4.65401 -4.41581 0.0000
H 0.68587 -2.91601 -4.34937 0.0000
H -0.97532 -3.51798 -4.25184 0.0002
H -0.72140 -5.76284 -2.41452 0.0000
H -1.85567 -4.46482 -2.04248 0.0004
H -0.68364 -5.01453 -0.82628 0.0001
H 1.76893 -5.26071 -2.20805 0.0000
H 1.78882 -3.99783 -0.97731 -0.0001
H 2.33737 -3.64023 -2.61697 0.0000
H -0.84905 -2.02527 -2.48190 0.0006
H 0.35237 -2.64079 -0.02181 -0.0005
H -1.24627 -2.91161 -0.34893 -0.0001
C 2.93097 4.81042 0.37658 0.0000
C 1.75420 4.48968 -0.54445 -0.0001
C 1.57525 3.02133 -0.74766 0.0014
N 0.62208 2.33865 -0.24047 -0.0019
N 0.65252 0.99635 -0.54988 0.0012
C 1.66495 0.68096 -1.35586 -0.0001
N 1.91229 -0.48539 -1.91672 0.0000
S 2.65212 2.06714 -1.72529 -0.0001
H 3.00313 5.88443 0.54086 0.0000
H 3.87551 4.47764 -0.05752 0.0000
H 2.80861 4.32387 1.34526 0.0000
H 1.89535 4.96939 -1.51509 0.0000
H 0.82098 4.86780 -0.12728 0.0000
H 1.20900 -1.27301 -1.92747 -0.0001
H 2.68457 -0.55307 -2.55647 0.0000
```

Calculated values
Total charge = +1
Kohn-Sham gap (alpha / beta) = 0.19460 / 0.21266 Eh
Spin multiplicity = 2
Expectation value of S² = 0.791


5.
Computed, not measured: the ion C2H4NO2 with charge +1, with ωB97M-V with the def2-TZVPD basis set.

The geometry in XYZ format:
```
9
Properties=species:S:1:pos:R:3:lowdin_charge:R:1
O -2.51530 -0.32749 0.03939 0.1866
N -1.11209 -0.06480 -0.00610 -0.0756
C 0.11748 -0.79591 0.01400 0.0237
C 0.77319 0.60993 0.08938 0.0301
O -0.64177 1.14232 -0.00377 0.1451
H 0.23292 -1.03273 -1.07157 0.1842
H 0.53994 -1.55443 0.67364 0.1713
H 1.20325 1.06880 1.04060 0.1736
H 1.40238 0.95432 -0.77557 0.1610
```

Calculated values
SMILES = O=[N+]1CCO1
Total charge = +1
Kohn-Sham gap (alpha / beta) = 0.37311 / 0.35209 Eh